Entry 1:
111
Properties=species:S:1:pos:R:3:forces:R:3 method="wB97M-V/def2-TZVPD" total_charge=+2 spin_multiplicity=1
Ta 0.4761 -0.7717 0.7416 1.232 -0.991 -0.524
C 4.7756 -0.1966 -1.2542 -0.069 0.017 -0.068
C 4.5509 -0.8447 -2.6221 0.312 -0.087 0.127
C 5.4938 -0.2006 -3.6341 -0.030 0.031 -0.027
C 4.8225 -2.3528 -2.6160 -0.151 0.111 -0.081
N 3.1359 -0.5814 -3.0639 -0.331 -0.137 0.150
C 2.8048 0.1541 -4.1775 -0.096 0.121 -0.143
C 1.4569 0.1820 -4.2663 0.018 0.115 -0.112
N 0.9460 -0.5289 -3.2092 0.126 -0.112 0.015
B -0.5869 -0.6010 -2.9741 0.178 0.054 0.295
N -1.0250 -2.0160 -2.5044 -0.088 -0.159 0.134
C -1.0025 -3.0021 -3.4607 -0.042 -0.117 0.001
C -1.4417 -4.1458 -2.8956 0.022 0.039 -0.279
N -1.7482 -3.8755 -1.5841 0.256 0.233 0.129
C -1.4511 -2.5725 -1.3559 -0.113 -0.034 -0.419
S -1.7591 -1.6983 0.1225 0.808 0.510 0.777
C -2.2497 -4.9211 -0.6202 -0.105 -0.196 0.299
C -2.3716 -6.2483 -1.3627 0.022 0.044 -0.057
C -1.2299 -5.0800 0.5077 0.005 0.052 -0.098
C -3.6266 -4.5236 -0.0873 0.056 0.058 -0.159
N -1.0537 0.6355 -2.1003 0.064 0.350 -0.307
C -2.1965 1.2621 -2.5871 -0.005 0.003 0.039
C -2.0147 2.5888 -2.5281 -0.135 0.000 0.049
N -0.7654 2.8301 -1.9691 0.099 -0.406 -0.206
C -0.2200 1.6281 -1.6792 -0.590 -0.037 0.161
S 1.1667 1.3362 -0.6881 0.087 -0.852 0.675
C -0.1491 4.1999 -2.1060 0.109 0.403 -0.014
C 1.2934 4.2537 -1.6222 -0.023 -0.174 0.074
C -0.1737 4.5307 -3.6053 -0.041 -0.065 0.027
C -0.9877 5.2059 -1.3239 0.031 -0.022 0.040
C 1.9808 -0.9782 -2.4795 0.069 0.269 -0.352
S 1.8038 -1.9795 -1.0811 -0.241 0.358 1.421
H 5.8278 -0.2849 -0.9855 -0.004 -0.031 -0.018
H 4.1880 -0.6693 -0.4708 -0.034 -0.047 0.026
H 4.5247 0.8655 -1.2927 0.013 -0.006 -0.005
H 6.5144 -0.4139 -3.3237 0.001 0.008 0.011
H 5.3794 0.8836 -3.6717 0.022 -0.009 -0.008
H 5.3588 -0.6205 -4.6317 0.051 0.019 0.000
H 5.8853 -2.5238 -2.4502 -0.004 0.039 0.019
H 4.5582 -2.7856 -3.5825 0.030 -0.010 0.013
H 4.2763 -2.8747 -1.8376 -0.083 -0.030 0.094
H 3.5335 0.5972 -4.8299 -0.014 -0.075 0.041
H 0.8234 0.6288 -5.0133 -0.010 -0.007 0.037
H -1.0890 -0.4422 -4.0451 0.003 -0.047 -0.073
H -0.6971 -2.8118 -4.4747 -0.007 0.040 0.026
H -1.5735 -5.1074 -3.3528 -0.020 -0.003 0.096
H -1.4051 -6.5924 -1.7326 -0.024 -0.044 -0.012
H -3.0858 -6.1931 -2.1851 0.011 -0.029 0.005
H -2.7387 -6.9941 -0.6608 -0.006 0.019 0.022
H -0.2275 -5.2097 0.0966 0.015 0.006 0.032
H -1.4667 -5.9655 1.0965 -0.069 0.017 -0.022
H -1.2431 -4.2201 1.1709 0.080 0.062 0.067
H -4.3390 -4.4035 -0.9048 0.002 -0.005 0.007
H -3.5921 -3.6030 0.4887 -0.017 0.047 0.059
H -3.9922 -5.3142 0.5667 0.017 -0.007 0.001
H -3.0264 0.6962 -2.9735 0.039 0.012 -0.049
H -2.6755 3.3826 -2.8261 0.072 0.025 -0.025
H 1.9282 3.5486 -2.1611 0.016 0.031 0.003
H 1.3762 4.0694 -0.5530 0.012 -0.008 0.018
H 1.6732 5.2562 -1.8141 -0.052 0.014 -0.028
H 0.2669 3.7199 -4.1885 0.029 0.018 0.003
H 0.4070 5.4344 -3.7849 -0.018 0.007 0.033
H -1.1848 4.7118 -3.9686 0.000 -0.024 -0.013
H -0.9031 5.0369 -0.2510 -0.004 0.035 -0.113
H -2.0414 5.1699 -1.6020 0.013 0.026 0.015
H -0.6220 6.2093 -1.5385 0.007 -0.001 -0.027
C -4.0011 0.7193 0.8217 0.034 -0.004 0.131
C -2.8962 1.0004 1.8134 0.103 0.019 -0.033
C -2.2654 2.2541 1.7833 0.099 -0.024 0.030
C -2.7751 3.3229 0.8457 -0.021 -0.149 0.100
C -1.2804 2.5656 2.7241 -0.109 -0.041 -0.004
C -0.4767 3.8353 2.6044 -0.047 -0.054 0.032
C -1.0910 1.7401 3.8396 -0.063 -0.024 -0.011
C -0.2351 2.2770 4.9584 -0.013 -0.070 -0.020
C -1.7580 0.5130 3.9133 -0.018 -0.002 -0.034
C -1.7110 -0.3384 5.1593 0.037 0.080 -0.091
C -2.6036 0.1059 2.8590 0.071 -0.035 0.006
C -3.3583 -1.1973 3.0059 -0.031 0.146 0.029
H -4.0432 -0.3243 0.5226 -0.045 0.008 -0.001
H -3.8889 1.3126 -0.0824 -0.009 0.001 -0.023
H -4.9676 0.9683 1.2695 -0.031 0.001 -0.071
H -3.8645 3.3480 0.8832 -0.010 0.022 -0.038
H -2.4869 3.1408 -0.1872 -0.057 0.054 -0.003
H -2.4248 4.3082 1.1384 -0.032 -0.029 -0.023
H -0.9314 4.6537 3.1695 0.062 0.046 -0.022
H -0.3867 4.1475 1.5657 0.013 0.013 0.028
H 0.5320 3.6884 2.9885 -0.009 0.043 0.015
H 0.8183 2.3039 4.6731 0.048 -0.010 0.026
H -0.3227 1.7004 5.8724 0.027 0.012 0.012
H -0.5303 3.3001 5.1944 0.029 -0.001 0.015
H -1.7256 -1.4032 4.9340 0.018 -0.019 0.021
H -2.5934 -0.1312 5.7712 0.021 -0.052 0.037
H -0.8359 -0.1372 5.7676 0.019 -0.051 0.025
H -2.6881 -2.0375 3.1953 -0.032 -0.032 0.009
H -3.9557 -1.4357 2.1320 -0.017 -0.017 0.008
H -4.0412 -1.1312 3.8564 0.003 -0.079 0.000
C 1.3023 -2.7246 1.6511 -0.243 0.956 -0.915
H 2.2358 -2.5226 2.1696 0.006 0.043 -0.054
H 1.4925 -3.4859 0.8951 -0.182 -0.123 0.066
H 0.5792 -3.1175 2.3716 -0.160 0.167 -0.016
F 4.0371 0.8642 5.6509 0.055 0.015 0.072
C 3.2214 0.5902 4.6404 -0.119 0.024 -0.212
C 3.4319 1.2055 3.4199 0.132 0.017 0.055
C 2.5787 0.9075 2.3682 -0.095 0.042 -0.188
C 1.5225 0.0019 2.5234 -0.913 -0.293 -1.061
C 1.3401 -0.5844 3.7822 0.000 -0.025 0.113
C 2.1765 -0.3007 4.8421 -0.051 -0.054 0.046
H 4.2559 1.8967 3.3032 -0.014 0.008 0.018
H 2.7535 1.3978 1.4161 0.041 0.029 0.066
H 0.5435 -1.3007 3.9371 -0.013 -0.006 0.058
H 2.0451 -0.7655 5.8105 0.010 0.026 0.003

=====

Entry 2:
128
Properties=species:S:1:pos:R:3:forces:R:3 method="wB97M-V/def2-TZVPD" spin_multiplicity=1
Pb 3.6659 3.4637 0.6784 -1.037 -0.435 0.253
C -0.1804 0.5557 -1.0399 -0.517 2.136 1.351
O 0.6311 -0.0222 -0.0797 1.767 -3.820 1.201
O 0.3324 1.8040 -1.2245 -0.382 -1.123 -1.064
C -0.5799 -0.4232 -2.2214 1.676 2.207 -1.596
F -1.5365 -1.2630 -1.8849 -0.465 -0.886 0.569
F -0.9805 0.2075 -3.3292 -2.055 1.877 -0.084
F 0.4395 -1.0497 -2.8007 1.809 -2.156 1.358
C 0.2411 -1.2982 0.5429 1.432 0.657 2.036
C 1.4456 -1.6698 1.4818 -0.188 -0.456 -1.703
H 1.5933 -0.8554 2.1911 0.169 -0.218 -0.035
H 1.3165 -2.6373 1.9669 -0.577 0.186 0.395
H 2.3270 -1.8789 0.8756 0.293 0.602 -0.013
H -0.1094 -2.1420 -0.0514 0.464 0.366 -0.733
H -0.5062 -1.1932 1.3293 -0.903 0.780 -0.472
H -1.0516 0.6260 -0.3886 -1.735 0.381 -0.734
C 1.0488 4.8227 5.2286 0.259 -1.960 -2.585
O 0.4570 5.5365 4.1768 -1.069 0.632 -0.386
O 2.1686 4.1910 4.6508 -0.221 1.313 1.718
C 0.9665 5.5776 6.6264 -1.096 -1.534 -1.646
F 1.9840 6.2547 6.9648 3.028 1.729 0.550
F -0.0913 6.3871 6.7875 -0.683 0.193 -0.806
F 0.7920 4.6171 7.5275 0.008 -1.111 1.082
C -0.9242 5.2358 3.8566 0.592 1.100 0.187
C -1.2727 5.9786 2.5499 -0.835 -0.276 0.571
H -2.1412 5.5177 2.0792 -0.214 -0.081 0.173
H -1.5900 6.9697 2.8741 0.220 0.193 -0.467
H -0.5518 6.0465 1.7352 0.493 -0.137 0.553
H -1.5394 5.6588 4.6507 -0.190 0.236 0.049
H -1.1980 4.1821 3.9086 0.714 -0.402 -0.547
H 0.4280 3.9386 5.3738 -0.665 -0.180 0.744
C -2.3545 -7.0418 2.8005 -0.027 -0.575 -1.621
C -2.0967 -8.5037 3.1029 0.377 0.231 1.219
C -3.1471 -8.7612 4.1527 -0.613 -0.394 -0.491
O -4.2575 -7.9628 3.7012 -0.554 -0.981 1.287
C -3.8710 -7.0542 2.6844 0.198 -0.276 1.030
H -1.8921 -6.8493 1.8324 0.205 0.826 0.206
H -2.0788 -6.3747 3.6172 0.358 -0.018 -0.241
H -1.1003 -8.7602 3.4626 0.093 0.120 -0.202
H -2.3681 -9.1325 2.2549 0.265 0.117 -0.202
H -2.9560 -8.5283 5.2003 0.492 0.308 -0.082
H -3.3280 -9.8349 4.1026 -0.826 -0.056 0.197
H -4.2721 -6.0825 2.9727 -0.321 0.021 -0.509
H -4.3091 -7.4914 1.7872 0.358 0.681 -0.593
O 1.5764 -4.7981 -6.6397 -2.836 -1.010 2.927
C 0.7076 -4.9739 -5.7406 5.072 2.377 -2.651
O -0.5191 -4.5668 -5.8657 -1.215 0.152 -1.305
C -1.3081 -5.3365 -4.9451 -2.189 1.840 -2.832
C -0.4711 -5.5421 -3.8128 0.812 -1.421 3.363
C 0.9409 -5.3493 -4.2995 0.726 -1.251 -0.640
H -1.6009 -6.1960 -5.5481 -0.443 -0.215 0.549
H -2.1156 -4.6478 -4.6963 -0.539 -0.634 -0.287
H -0.6148 -6.5727 -3.4882 0.107 0.036 0.459
H -0.8353 -4.8965 -3.0136 0.636 0.048 0.188
H 1.4706 -6.3015 -4.3285 0.204 0.016 0.283
H 1.5980 -4.6282 -3.8135 -0.326 0.112 -0.043
O 6.8536 0.0701 2.5832 -1.573 0.221 -1.260
C 7.5063 -0.6404 3.2704 0.770 1.436 0.378
O 8.7942 -0.8265 2.9895 -0.307 0.903 -3.491
C 9.5050 -1.3091 4.0286 2.309 -2.472 0.274
C 8.6531 -1.0057 5.1957 1.796 -0.182 2.153
C 7.2638 -1.0657 4.6605 -0.670 0.022 0.778
H 10.5030 -0.8713 4.0482 -0.140 0.505 0.119
H 9.7410 -2.3514 3.8138 -0.330 -0.548 0.355
H 9.1107 -0.0487 5.4464 -1.275 0.635 0.550
H 8.8668 -1.6480 6.0500 -0.211 -0.080 -0.029
H 6.5831 -0.3452 5.1139 -0.178 -0.418 0.041
H 6.8985 -2.0918 4.7041 -0.278 0.069 0.098
O 1.3995 8.3301 -6.8856 -0.991 -1.728 -0.419
C 0.6618 7.3701 -6.9936 0.084 1.849 0.756
O -0.6511 7.5322 -7.4150 1.292 0.487 -0.123
C -1.4132 6.3512 -7.2593 0.235 0.137 1.175
C -0.5112 5.3642 -6.5708 -0.276 -1.541 -0.269
C 0.8857 5.9134 -6.6298 -0.199 -0.467 -0.363
H -1.7700 5.9807 -8.2203 -0.384 0.390 0.210
H -2.1126 6.5191 -6.4404 -1.126 0.519 -1.122
H -0.6595 4.4277 -7.1086 0.412 -0.331 0.450
H -0.8296 5.2402 -5.5357 0.084 -0.181 -0.081
H 1.4358 5.4431 -7.4449 0.300 0.107 0.081
H 1.3484 5.6724 -5.6728 0.563 0.738 -0.291
O 5.6479 2.2593 -3.9138 -0.194 -0.659 -1.092
C 5.8573 1.7695 -5.0058 0.467 -0.074 1.748
O 6.3689 2.5245 -5.9847 0.721 0.760 -0.590
C 6.6876 1.8008 -7.1674 -1.543 -1.489 -0.758
C 5.9440 0.4479 -6.9572 0.086 0.192 0.035
C 5.7704 0.2934 -5.4302 0.128 1.237 -1.058
H 7.7284 1.6975 -7.4743 0.329 0.228 1.070
H 6.2082 2.2411 -8.0416 0.001 0.609 0.260
H 6.4336 -0.3662 -7.4916 -0.150 -0.070 0.215
H 4.9448 0.6087 -7.3620 0.018 -0.327 -0.186
H 6.6065 -0.2254 -4.9614 -0.268 -0.162 0.174
H 4.7833 -0.0977 -5.1839 0.364 -0.211 0.294
O -5.0590 2.0641 -10.2626 -0.402 -1.312 0.619
C -5.8392 1.6555 -9.4215 3.549 1.401 -1.907
O -6.9080 2.3887 -9.2106 -2.295 0.144 0.840
C -7.5892 1.9404 -8.0283 -0.205 -1.175 0.321
C -6.5156 1.0676 -7.3456 -0.832 1.227 2.809
C -5.7178 0.5184 -8.4426 -0.698 -0.256 -1.184
H -8.4226 1.2546 -8.1807 -0.141 -0.130 -1.125
H -8.1136 2.7762 -7.5652 0.959 0.238 0.430
H -6.9072 0.2926 -6.6868 -0.335 0.107 -0.056
H -5.8721 1.6772 -6.7113 0.045 0.210 0.076
H -6.3344 -0.2442 -8.9184 0.361 -0.679 -0.054
H -4.7485 0.1519 -8.1046 0.008 0.229 -0.760
O 2.9412 -4.0748 8.8113 -1.176 2.184 0.061
C 2.4571 -3.0232 9.2474 1.670 -3.427 -3.817
O 2.5625 -2.7821 10.5029 0.054 0.366 1.695
C 1.8466 -1.6250 10.8369 -0.544 0.574 2.352
C 1.2680 -1.0039 9.6308 -0.579 1.236 -1.527
C 1.7510 -1.8939 8.5027 -0.223 0.627 -0.559
H 2.5567 -0.9182 11.2664 -0.182 -0.252 0.576
H 1.0653 -1.9412 11.5280 0.249 0.274 0.421
H 1.6763 0.0055 9.5817 -0.086 0.010 -0.428
H 0.1889 -0.8770 9.5445 -0.028 -0.268 0.695
H 2.3412 -1.2745 7.8274 0.870 -0.598 0.132
H 0.9463 -2.1812 7.8259 -0.023 -0.701 0.386
O -6.7491 3.4302 5.3798 -1.046 -1.285 -3.034
C -6.9043 2.8384 4.2999 2.352 2.933 2.785
O -6.5269 3.4448 3.1198 0.334 1.885 1.697
C -6.4988 2.5836 2.0316 -1.395 -1.046 0.190
C -6.4966 1.2324 2.7464 -0.530 -1.892 -0.995
C -7.1636 1.3947 4.1202 -0.005 1.321 -0.987
H -5.7249 2.7026 1.2733 0.685 0.351 0.786
H -7.4021 2.8197 1.4691 -0.404 -0.582 -0.138
H -5.4827 0.8493 2.8619 -0.035 0.006 -0.124
H -7.0911 0.5533 2.1352 0.397 -0.462 0.013
H -6.7108 0.9572 5.0100 -0.315 -0.597 -0.425
H -8.2494 1.3246 4.0550 -0.024 -0.633 0.226

=====

One value per record, in order, for relative energy (zero: lowest compared OMol25 entry of this formula, charge and spin): 23.4; 213.6 kcal/mol.
One value per record, in order, for E: -88820.371; -102925.742 eV.
One value per record, in order, for gap between HOMO and LUMO: 6.2; 3.5 eV.